The following is a DFT calculation (wB97M-V/def2-TZVPD) of a molecular structure, C23H43AgFIO13S5 at a distorted geometry.

Geometry (Å):
Ag 1.196074 0.928392 -1.260251
I 3.603271 2.386004 -4.156818
C 6.255574 -2.879980 2.641944
C 6.150309 -1.386991 2.471075
C 6.247924 -1.160787 0.913630
S 4.931516 -2.300707 0.291458
O 5.309020 -2.839506 -0.992810
O 3.641783 -1.711073 0.577561
C 5.281278 -3.552130 1.635443
H 6.017287 -3.157434 3.668756
H 7.275391 -3.227191 2.476072
H 6.856013 -0.820819 3.078972
H 5.183454 -1.089560 2.877065
H 7.251448 -1.411699 0.570013
H 5.899381 -0.156083 0.674506
H 5.700159 -4.454538 1.190150
H 4.313803 -3.955159 1.934891
C -1.686198 -4.012476 2.902603
C -3.087753 -3.803274 2.232049
C -3.359249 -2.357555 1.813065
S -2.047862 -1.318939 2.673756
O -2.719793 -0.285597 3.439651
O -0.959225 -0.945236 1.724143
C -1.448439 -2.712236 3.759961
H -0.856738 -4.078783 2.198536
H -1.587183 -4.965821 3.421657
H -3.957826 -4.103209 2.816102
H -3.244801 -4.379536 1.320264
H -4.282605 -1.971927 2.245263
H -3.337596 -2.159020 0.741521
H -2.108946 -2.699572 4.626952
H -0.529596 -2.484175 4.300173
C -4.591087 3.452615 -5.139179
C -3.523239 3.813719 -6.269071
C -2.221815 3.410317 -5.659476
S -2.583629 1.641443 -5.208315
O -1.878686 1.185767 -4.002469
O -2.535393 0.865014 -6.485848
C -4.365958 1.929348 -4.764574
H -5.562040 3.639975 -5.597707
H -4.540624 4.063473 -4.237841
H -3.443096 4.900737 -6.261079
H -3.600820 3.228738 -7.185521
H -2.010753 3.864759 -4.691477
H -1.299167 3.383581 -6.239223
H -4.489554 1.884935 -3.682522
H -5.031920 1.211446 -5.243323
C 1.596320 5.046454 4.569648
C 1.186016 3.600533 4.758678
C 2.392136 2.638578 4.417596
S 3.172208 3.523300 2.966942
O 2.492478 3.047100 1.781099
O 4.627797 3.404758 3.065226
C 2.464136 5.191754 3.274515
H 2.179274 5.343346 5.441493
H 0.790935 5.779778 4.610817
H 0.321470 3.442131 4.114026
H 0.750409 3.419813 5.741376
H 2.189231 1.611206 4.115219
H 3.131674 2.682045 5.217156
H 1.926395 5.528212 2.388106
H 3.328333 5.847957 3.377808
C 0.338174 -3.479537 -3.890243
C -0.258321 -3.839187 -2.518975
C -0.814476 -5.214931 -2.734206
S 0.678230 -6.140341 -3.460906
O 0.137525 -7.029066 -4.543556
O 1.554022 -6.578964 -2.370589
C 1.344590 -4.618422 -4.218935
H 0.841245 -2.516707 -3.800977
H -0.397607 -3.351188 -4.684126
H -1.016522 -3.153672 -2.140418
H 0.574983 -3.979878 -1.830554
H -1.575414 -5.260595 -3.513304
H -1.170314 -5.849033 -1.922178
H 1.289626 -4.666628 -5.306479
H 2.369010 -4.627269 -3.846636
C -4.100114 4.426960 2.194798
C -5.051579 3.925679 1.113435
O -4.121532 3.610648 0.074086
C -2.859914 3.777575 0.378516
O -1.923537 3.439586 -0.354391
O -2.802364 4.431021 1.567826
F -5.832269 4.911851 0.643046
H -4.151536 3.816021 3.096024
H -4.197704 5.400788 2.674634
H -5.625107 3.049075 1.414672

Cartesian forces (eV/Å) of the 3 atoms listed first:
0.6 0.5 -0.7
-0.7 -0.4 0.8
-0.6 -0.9 0.3

The HOMO energy is -0.2464 Ha. Its spin multiplicity is 1. The value obtained for the HOMO-LUMO gap is 5.09 eV. The calculation puts the lowest unoccupied orbital energy at -1.6185 eV.

Here are the Löwdin charges for atoms 1 to 8, given in e: atom 1 (Ag): 0.714, atom 2 (I): -0.701, atom 3 (C): -0.233, atom 4 (C): -0.232, atom 5 (C): -0.180, atom 6 (S): 0.682, atom 7 (O): -0.330, atom 8 (O): -0.349


The following is a DFT calculation (wB97M-V/def2-TZVPD) of a molecular structure, C23H43As3CrOS5.

Geometry (Å):
Cr 0.989813 -0.835099 -1.706499
S 2.275933 -2.272122 -0.400707
C 3.601413 -1.299098 0.171849
C 4.611259 -1.852056 0.969359
C 5.642267 -1.079118 1.462177
C 5.690644 0.283741 1.162816
C 4.705019 0.841948 0.374071
C 3.649931 0.070494 -0.128892
S 2.419631 0.809479 -1.118198
H 4.566131 -2.910169 1.198027
H 6.411471 -1.531125 2.076794
H 6.496332 0.900628 1.542436
H 4.738971 1.895790 0.124298
C -0.005068 2.019953 -5.285972
C 0.502514 0.894475 -4.416334
S -0.385467 0.650566 -2.906236
C 1.552315 0.130264 -4.754257
C 2.335108 0.322056 -6.023798
S 2.134710 -1.176398 -3.727959
H -0.919074 2.437158 -4.866339
H -0.227536 1.683742 -6.302275
H 0.722290 2.833336 -5.359139
H 1.881884 1.055315 -6.688848
H 2.426449 -0.622036 -6.567430
H 3.352929 0.651787 -5.799779
C 1.326226 1.846161 4.328789
As 1.292374 1.388187 2.407308
C 2.399117 2.924865 1.904742
C -0.401031 2.313814 1.925876
C -1.720884 1.531273 2.032710
C -2.848076 2.575161 2.062334
C -2.021122 0.613098 0.840776
As -0.860156 -0.810908 0.108034
C -0.587853 -1.996172 1.630706
C -2.396401 -1.756766 -0.664740
C -1.697106 0.757644 3.360282
As -3.204769 -0.197018 4.229001
C -4.528378 -0.658085 2.850025
C -4.187502 1.336019 4.971512
H 1.029428 2.885134 4.491424
H 2.345637 1.705155 4.690370
H 0.673495 1.187563 4.897879
H 1.993748 3.833669 2.355615
H 2.420536 3.008053 0.822849
H 3.415493 2.764747 2.261099
H -0.265465 2.699885 0.910739
H -0.471149 3.178772 2.595844
H -2.775733 3.218520 1.183334
H -2.770704 3.207358 2.950383
H -3.836050 2.112630 2.057863
H -2.251070 1.218101 -0.044235
H -2.934597 0.069336 1.082209
H -1.439010 -1.963287 2.313003
H 0.333353 -1.728025 2.146241
H -0.466329 -3.003473 1.232454
H -3.215860 -1.805481 0.055810
H -2.078349 -2.754770 -0.953054
H -2.710495 -1.215333 -1.557282
H -1.411000 1.457120 4.153602
H -0.901686 0.009310 3.326484
H -4.165580 -1.472606 2.225653
H -4.822050 0.180386 2.221336
H -5.404439 -1.015962 3.394526
H -3.522058 1.898559 5.625786
H -5.017419 0.958642 5.569693
H -4.572585 1.998499 4.199199
C -2.002951 -3.364473 -3.864183
S -0.353467 -2.646310 -3.843927
C 0.515531 -4.134223 -4.328941
O -0.128926 -2.559490 -2.327815
H -2.251376 -3.664279 -4.881090
H -2.688453 -2.588098 -3.535551
H -2.048426 -4.213249 -3.184699
H 0.135116 -4.453372 -5.298979
H 0.337142 -4.894569 -3.570258
H 1.571439 -3.885227 -4.389896

Cartesian forces (eV/Å) of the 3 atoms listed first:
0.6 -0.1 -0.5
-0.1 -0.1 0.1
0.0 0.0 0.0

The HOMO energy (spin up / spin down) is -0.1173 / -0.1223 Ha. Its spin multiplicity is 2. The value obtained for the HOMO-LUMO gap (spin up / spin down) is 5.50 / 5.63 eV. The calculation puts the lowest unoccupied orbital energy (spin up / spin down) at 2.3039 / 2.3036 eV. Its total charge is -1.

Here are the Löwdin charges for atoms 1 to 8, given in e: atom 1 (Cr): -0.470, atom 2 (S): 0.612, atom 3 (C): -0.682, atom 4 (C): -0.143, atom 5 (C): -0.129, atom 6 (C): -0.128, atom 7 (C): -0.160, atom 8 (C): -0.684


The following is a DFT calculation (wB97M-V/def2-TZVPD) of a molecular structure, C23H43BiCl3N3O4Si at a distorted geometry.

Geometry (Å):
C 3.209790 -0.657009 -4.244606
C 3.100034 0.372170 -3.156881
H 3.967311 -0.445790 -5.019183
H 2.233766 -0.786810 -4.744922
H 3.491488 -1.614798 -3.776557
C 3.545732 1.628170 -3.272574
C 4.161384 2.176144 -4.520872
H 3.611812 2.250847 -2.387087
H 3.424430 2.218383 -5.330113
H 4.990772 1.559336 -4.893639
H 4.526673 3.194351 -4.365898
Bi -2.349657 -0.174274 1.365170
Cl -0.188525 -1.595924 1.687756
Cl -4.109779 -2.015719 0.835583
H -5.058320 -2.835677 5.140432
H -3.156482 -5.040893 4.782004
C -4.814347 -2.751037 4.074384
C -3.136634 -4.584081 3.783792
N -3.429332 -3.152277 3.848070
H -4.989327 -1.736828 3.714471
C -2.445463 -2.276801 3.696480
O -2.598068 -1.019370 3.641785
H -2.141440 -4.710098 3.348043
H -1.448883 -2.722527 3.595027
H -5.461983 -3.449774 3.537675
H -3.875486 -5.104346 3.168225
H -1.084279 1.215776 -3.457714
H 0.589058 3.405352 -3.150854
C -1.772310 2.011655 -3.126329
C -0.229596 3.865836 -2.583202
N -1.158275 2.850489 -2.106014
H -2.694668 1.555878 -2.759383
C -1.424082 2.689449 -0.789501
O -2.418553 2.105797 -0.324819
H 0.179945 4.432705 -1.743464
H -0.667673 3.153145 -0.124689
H -1.981190 2.645912 -3.992534
H -0.746596 4.555381 -3.263771
O 1.183933 -0.747736 -2.179296
C 2.376688 -0.217748 -1.902952
C 1.885347 2.015634 -0.686726
C 2.289967 0.680867 -0.639124
H 1.478709 2.412300 -1.616139
C 2.159476 2.871690 0.383774
H 3.133428 -0.990437 -1.588615
C 2.701357 0.149935 0.586574
H 1.954282 3.944771 0.283341
C 2.777321 2.373509 1.539771
C 2.977262 0.987635 1.663533
H 2.880694 -0.925203 0.645314
H 3.106045 3.060214 2.311898
H 3.425355 0.558270 2.569856
Si -1.025787 -2.572631 -2.020381
Cl -1.404837 -0.458127 -1.001155
C -2.763276 -2.832254 -2.739698
C -0.809536 -3.815462 -0.666819
C 0.118273 -2.753086 -3.465483
H -3.576839 -2.624305 -2.034038
H -2.867457 -3.879902 -3.064613
H -2.940038 -2.224869 -3.637565
H -0.045074 -1.915870 -4.157551
H -0.111400 -3.690557 -3.994793
H 1.165153 -2.783944 -3.145220
H 0.226529 -3.824057 -0.315174
H -1.045155 -4.796454 -1.106424
H -1.458125 -3.695230 0.206729
C 0.126524 3.379263 4.139010
N 0.340051 1.942097 4.285328
C 1.105364 1.419064 5.417790
C -0.206435 1.119229 3.399032
O -0.864620 1.543855 2.412524
H 0.314702 3.850244 5.106881
H -0.903688 3.568411 3.811452
H 0.803477 3.790656 3.375641
H 0.454026 0.844773 6.097390
H 1.893300 0.727819 5.079042
H 1.561916 2.246412 5.963681
H -0.068157 0.048484 3.598919

Cartesian forces (eV/Å) of the 3 atoms listed first:
-0.1 -0.2 -0.3
-0.6 0.5 0.7
-0.3 0.2 0.4

The HOMO energy is -0.2271 Ha. Its spin multiplicity is 1. The value obtained for the HOMO-LUMO gap is 6.09 eV. The calculation puts the lowest unoccupied orbital energy at -0.0880 eV.

Here are the Löwdin charges for atoms 1 to 8, given in e: atom 1 (C): -0.057, atom 2 (C): -0.224, atom 3 (H): 0.068, atom 4 (H): 0.080, atom 5 (H): 0.082, atom 6 (C): -0.140, atom 7 (C): -0.123, atom 8 (H): 0.087


> Number 3 is which compound?

C23H43BiCl3N3O4Si


> The highest spin multiplicity belongs to which entry?

C23H43As3CrOS5


> The highest spin multiplicity belongs to which entry?

C23H43As3CrOS5